Below is a molecular structure, C20H33N2O8P2PdSSe2Te at a distorted geometry, with properties calculated with ωB97M-V/def2-TZVPD.

XYZ file:
```
70
Properties=species:S:1:pos:R:3:forces:R:3:mulliken_charge:R:1
Pd 0.291233 -0.125539 0.649259 -0.20 -0.31 -0.35 -0.495
O -5.828240 -1.076905 2.500033 0.25 0.30 -0.12 -0.572
C -5.202505 -0.033764 1.699178 -0.72 -0.07 0.01 -1.220
C -3.825177 -0.433513 1.123132 -0.73 0.17 0.25 1.511
C -2.917935 -0.816996 2.294385 0.81 -0.52 0.20 0.159
O -3.187298 -2.068878 2.968257 0.75 0.62 -1.02 -0.520
C -3.277538 0.889648 0.418962 0.08 -1.42 2.93 -1.078
Se -1.845715 0.444145 -0.787325 0.31 0.84 -0.16 -0.421
C -4.061302 -1.606504 0.164328 -1.20 0.39 -0.22 -1.251
Se -2.558076 -2.240036 -0.857586 0.27 -0.54 -0.25 -0.300
H -6.088975 -1.819060 1.933794 0.18 0.41 -0.01 0.334
H -5.054108 0.829910 2.390122 -0.30 -0.60 -0.46 0.391
H -5.940244 0.245097 0.890130 0.87 -0.04 0.63 0.444
H -2.937388 -0.036456 3.063674 0.09 0.25 -0.23 0.478
H -1.887391 -0.892685 1.880486 -0.58 0.04 0.49 -0.679
H -4.103099 -2.020891 3.219378 -0.77 0.01 0.26 0.412
H -2.963117 1.541133 1.312350 -0.11 -0.59 -1.54 0.332
H -4.151543 1.321347 -0.024376 -0.12 0.57 -0.80 0.563
H -4.910585 -1.305080 -0.501789 0.77 -0.22 0.15 0.402
H -4.418357 -2.500153 0.692377 0.18 0.30 0.17 0.359
N 0.665504 -3.077797 -2.571879 -0.37 0.90 0.93 -0.127
C 2.056374 -2.588259 -2.892947 -0.42 -0.19 -1.01 0.796
C 1.927637 -1.917305 -4.310134 -1.34 0.16 0.60 -1.534
P 2.448167 -1.167960 -1.716476 -0.10 -0.23 0.08 0.767
O 3.144972 -1.756479 -0.410141 0.36 -0.67 -0.22 -0.576
O 3.346519 -0.232309 -2.391425 0.30 0.65 -0.69 -0.951
O 1.027800 -0.728293 -1.338791 -0.04 -0.11 0.23 0.269
P 3.156643 -4.102504 -2.675690 1.29 2.00 0.54 0.836
O 3.585135 -4.522829 -4.164728 0.04 -0.39 -0.88 -0.568
O 2.292554 -5.108094 -2.015293 -0.33 -0.33 -0.23 -0.822
O 4.399779 -3.503684 -2.079268 -0.07 -0.41 0.28 -0.832
H 0.111194 -3.142962 -3.393166 -0.55 -0.13 -1.05 0.356
H 0.234975 -2.317409 -1.998476 0.08 -0.40 0.19 -0.108
H 0.678061 -4.011081 -2.138843 0.45 0.02 0.37 0.432
H 1.369245 -0.941750 -4.175267 0.70 -0.90 -0.24 0.293
H 1.315445 -2.524894 -5.040169 0.84 0.25 0.75 0.421
H 2.902540 -1.705251 -4.707850 0.30 0.12 -0.21 0.367
H 3.971403 -2.214087 -0.754224 -0.75 0.04 0.33 0.393
H 4.451704 -4.134439 -4.384141 -0.52 -0.18 0.36 0.328
Te 0.100919 -2.737362 1.320177 0.11 -0.72 -0.09 0.235
C 0.851410 -2.527879 3.241809 0.29 -0.04 0.01 0.213
C 1.734523 -1.570995 3.707853 -0.57 -0.66 0.02 -0.440
C 1.813354 -1.635591 5.130293 0.42 1.02 -0.41 -0.540
C 1.040767 -2.590010 5.705099 0.25 -0.06 -1.79 -0.553
S 0.246528 -3.545833 4.512970 0.12 0.84 0.05 -0.096
H 2.285640 -0.891104 3.041208 -0.43 -0.25 0.48 0.478
H 2.367734 -0.885654 5.680601 0.06 -0.20 0.19 0.347
H 0.903785 -2.705358 6.725965 -0.25 -0.50 1.64 0.438
C 2.209301 4.213767 -2.795288 0.47 -0.08 0.78 -1.013
N 0.996520 3.613797 -2.282896 0.72 0.57 -1.04 0.248
C -0.112439 4.484448 -2.441747 -0.85 -0.56 0.68 -0.994
C 0.909864 2.452122 -1.458333 0.91 1.12 1.56 -0.222
C 0.929527 2.779484 0.079130 -0.65 0.38 -0.02 1.470
C 1.104996 4.103878 0.495347 -0.41 1.14 -0.26 -0.254
C 0.977531 4.505245 1.855710 0.09 -1.24 -0.80 -0.817
C 0.622673 3.549996 2.792417 1.14 0.74 -0.65 -0.778
C 0.510517 2.233294 2.371916 -0.42 -1.46 2.14 0.374
C 0.685526 1.810394 1.079032 -0.14 0.77 -1.32 -0.441
H 2.127748 4.391910 -3.885997 0.16 -0.23 0.30 0.335
H 3.092969 3.583411 -2.552992 -0.59 0.32 -0.37 0.244
H 2.403602 5.229603 -2.340194 -0.14 -0.66 -0.20 0.298
H -0.223786 4.739534 -3.493713 -0.20 0.28 -0.22 0.378
H -0.000364 5.404772 -1.841477 -0.19 0.12 -0.23 0.323
H -1.029605 3.967327 -2.092863 0.34 0.35 -0.24 0.147
H 1.764084 1.827131 -1.614120 0.57 -0.50 -0.45 -0.077
H 0.044654 1.893669 -1.766118 -0.38 -0.28 0.30 0.069
H 1.202705 4.883933 -0.299717 0.30 -0.75 0.91 0.059
H 1.221599 5.466641 2.269983 -0.06 0.59 -0.58 0.357
H 0.697590 3.890778 3.814439 -0.54 -0.50 0.36 0.346
H 0.301872 1.467239 3.171620 0.17 0.67 -0.79 0.277
```
Forces are in eV/Å.

Calculated values
HOMO level (alpha / beta): -4.2 / -5.3 eV
M: 915.45 g/mol
Orbital gap (alpha / beta): 6.33 / 5.66 eV
Multiplicity: 5
Lowest unoccupied orbital energy (alpha / beta): 2.14 / 0.41 eV
Charge: -1
DFT total energy: -211517.4764 eV